DFT (ωB97M-V/def2-TZVPD) results for one molecule with the formula C14H18N2O6 at a distorted geometry.

Orbital gap, eV: 8.89
Maximum force, eV/Å: 5.164
E_tot, a.u.: -1105.15542
Net charge: 0
Relative energy (zero: lowest compared OMol25 entry of this formula, charge and spin), kcal/mol: 89.56
LUMO level, eV: 0.276
SMILES: N[C@@H](Cc1ccc(O)cc1)C(=O)N[C@@H](CCC(=O)O)C(=O)O
Multiplicity: 1

The geometry in XYZ format:
```
40
Properties=species:S:1:pos:R:3:lowdin_charge:R:1
C -0.8310 2.8337 0.2447 -0.3251
C -1.4950 1.4328 0.3025 -0.4704
C 0.4448 2.7004 -0.5360 -0.1299
C 1.4185 1.5298 -0.2261 -0.1733
C 2.4415 1.3023 -1.2093 -0.0611
C 1.4185 0.7553 0.9779 0.0034
C 3.3331 0.2586 -1.0667 -0.0032
C 2.3155 -0.3312 1.0543 -0.0425
C 3.2132 -0.6641 0.0929 -0.3084
C -2.4001 -0.6292 -0.8647 -0.1225
C -3.8244 -1.0892 -0.2755 -0.5392
C -1.1842 -1.7140 -0.6368 -0.1164
C -0.7218 -2.0362 0.7576 -0.1128
C 0.4812 -2.9408 0.7282 -0.5699
H -0.1896 4.1721 1.7576 0.0763
H -0.1838 2.7033 2.2009 0.0450
H -1.6427 3.5430 -0.3502 0.2023
H 0.8674 3.6332 -0.6552 0.0911
H 0.1034 2.2993 -1.5531 0.1156
H 2.4809 1.9944 -2.0040 0.0964
H 0.7003 0.9659 1.7881 0.1051
H 3.8362 0.1711 -2.0382 0.1105
H 2.3786 -0.9977 1.8873 0.1092
H 4.1955 -1.7858 -0.9138 0.1092
H -1.4895 1.3732 -1.7428 0.1656
H -2.4555 -0.9108 -2.0122 0.1575
H -1.5046 -2.7200 -1.0437 0.1346
H -0.4116 -1.3041 -1.4257 0.1500
H -0.3171 -1.3400 1.5074 0.1217
H -1.4965 -2.5283 1.1866 0.0950
H 1.2588 -4.1195 -0.5790 0.1343
H -3.2575 -0.4594 1.3290 0.1349
N -0.6476 3.3075 1.5862 0.0659
N -1.9813 0.8788 -0.8919 0.1028
O -1.7170 0.8954 1.3473 0.0715
O 3.7639 -1.8848 -0.0490 0.0596
O -4.6162 -1.5307 -1.0309 0.1316
O 1.1671 -2.9772 1.7103 0.1077
O 0.4773 -3.6192 -0.3752 0.1479
O -3.9287 -1.1675 1.0211 0.1297
```

***

DFT (ωB97M-V/def2-TZVPD) results for a 2-piece molecular cluster, C3H10NO overall at a distorted geometry.

Orbital gap, eV: 6.09
Maximum force, eV/Å: 7.465
E_tot, a.u.: -249.77958
Net charge: +1
Relative energy (zero: lowest compared OMol25 entry of this formula, charge and spin), kcal/mol: 172.08
LUMO level, eV: -7.929
Multiplicity: 1

The geometry in XYZ format:
```
15
Properties=species:S:1:pos:R:3:lowdin_charge:R:1
C -0.1830 -2.2537 -1.5833 -0.1556
C -0.4579 1.1754 0.2646 0.2629
C 0.3743 2.1980 1.0608 -0.0269
O 0.0537 1.9280 2.7703 -0.0730
N 0.6167 -1.5955 -0.5910 -0.0220
H -0.9438 -1.6399 -2.1104 0.1033
H 0.4192 -2.7127 -2.2553 0.0483
H -1.0584 1.4681 -0.6836 0.1460
H -0.9802 0.4262 0.8517 0.0727
H 1.2832 2.6256 0.9531 0.0707
H -0.3199 3.2658 0.8997 0.2411
H -0.5372 1.2687 2.3493 0.0092
H -0.6299 -3.0541 -1.0622 0.0743
H 1.3222 -0.9599 -1.0894 0.1129
H 1.0411 -2.1401 0.2256 0.1360
```

***

DFT (ωB97M-V/def2-TZVPD) results for C45H44CsN6O3S as an isolated structure.

Orbital gap, eV: 5.39
Maximum force, eV/Å: 0.587
E_tot, a.u.: -2713.82609
Net charge: -1
Relative energy (zero: lowest compared OMol25 entry of this formula, charge and spin), kcal/mol: 0.00
LUMO level, eV: 2.007
Multiplicity: 1

The geometry in XYZ format:
```
100
Properties=species:S:1:pos:R:3:lowdin_charge:R:1
Cs 0.5852 0.7448 0.7694 0.8375
O -0.4691 2.4535 8.3936 -0.0592
C -0.1546 3.4330 7.4198 -0.2118
C -0.3914 2.8858 6.0386 -0.1835
C -0.0873 3.6663 4.9305 -0.0162
C -0.2834 3.1424 3.6656 -0.1278
N -0.7623 1.9208 3.4612 0.0724
C -1.0551 1.1714 4.5175 -0.2073
C -0.8897 1.6138 5.8263 0.0492
C -1.5424 -0.2035 4.2145 -0.2014
C -2.4426 -0.8664 5.0351 0.0368
C -2.8463 -2.1516 4.6968 -0.1997
C -3.8169 -2.9018 5.5716 -0.2184
O -3.4260 -2.9184 6.9354 -0.0593
C -2.3239 -2.7190 3.5447 -0.0087
C -1.4309 -1.9756 2.7821 -0.1280
N -1.0442 -0.7520 3.1037 0.0835
H -0.2499 2.8042 9.2611 0.0872
H 0.8955 3.7405 7.4970 0.1299
H -0.7780 4.3272 7.5566 0.1263
H 0.3183 4.6635 5.0495 0.1151
H -0.0375 3.7153 2.7794 0.1112
H -1.1013 0.9650 6.6627 0.1161
H -2.8339 -0.3904 5.9247 0.1246
H -3.9458 -3.9200 5.1866 0.1145
H -4.7935 -2.4127 5.5554 0.1265
H -2.4994 -3.1806 6.9773 0.0940
H -2.6016 -3.7194 3.2405 0.1103
H -1.0092 -2.3915 1.8744 0.0751
C 3.2144 0.2504 -2.4019 -0.1982
N 2.0582 0.9594 -1.8600 -0.0638
C 1.7638 2.0433 -2.4839 -0.1753
C 0.6824 2.9373 -2.2173 -0.4073
C 0.4048 4.0803 -2.9907 -0.1067
C -0.7095 4.6789 -2.4099 -0.1345
C -1.0296 3.8704 -1.3043 -0.2408
N -0.2101 2.8193 -1.1826 -0.0858
C 2.8235 -0.6462 -3.5543 -0.2150
C 3.3622 -0.4869 -4.8239 -0.0462
C 2.9509 -1.2955 -5.8783 -0.0946
C 1.9938 -2.2761 -5.6765 -0.1097
C 1.4552 -2.4496 -4.4066 -0.0912
C 1.8713 -1.6453 -3.3583 -0.0619
H 3.6524 -0.3651 -1.6102 0.1192
H 4.0023 0.9399 -2.7360 0.1089
H 2.3962 2.3667 -3.3289 0.1263
H 0.9563 4.4073 -3.8593 0.0891
H -1.2112 5.5818 -2.7212 0.0694
H -1.8289 4.0265 -0.5911 0.0831
H 4.1056 0.2822 -4.9950 0.1062
H 3.3788 -1.1508 -6.8624 0.0964
H 1.6645 -2.8955 -6.5005 0.0962
H 0.7065 -3.2099 -4.2220 0.1009
H 1.4471 -1.7917 -2.3717 0.0800
C 4.8314 -3.3298 4.3565 -0.1271
C 3.7554 -3.3757 3.4430 -0.1211
C 3.1700 -2.2126 3.0247 -0.0731
C 3.5999 -0.9346 3.4722 -0.2449
C 2.9374 0.2470 2.9909 -0.1675
C 3.4531 1.4217 3.5136 -0.2125
C 4.5279 1.4835 4.4343 -0.1362
C 5.1403 0.3433 4.8736 -0.0946
C 4.6854 -0.9078 4.3979 -0.2006
C 5.2800 -2.1257 4.8184 -0.0728
H 5.2998 -4.2484 4.6890 0.0836
H 3.4013 -4.3314 3.0770 0.0827
H 2.3421 -2.2249 2.3247 0.0861
H 3.0229 2.3808 3.2206 0.0499
H 4.8692 2.4515 4.7911 0.0792
H 5.9663 0.3787 5.5763 0.0896
H 6.1061 -2.0833 5.5212 0.0952
C -0.8052 0.2840 -6.0209 -0.0862
C -0.6566 1.3748 -4.9650 -0.2127
C -1.6002 1.1883 -3.7824 -0.1397
N -1.2148 -0.0172 -3.0387 0.0771
C -1.9001 -0.6719 -2.1239 -0.8472
S -1.2319 -1.7850 -1.0594 0.5812
N -3.2786 -0.4072 -2.0536 0.1106
C -4.2432 -0.4968 -3.0380 -0.4262
O -5.3853 -0.1514 -2.7997 0.0848
C -3.8865 -1.1312 -4.3447 -0.1557
C -2.9999 -2.1984 -4.4375 -0.0253
C -2.7791 -2.8083 -5.6632 -0.0749
C -3.4289 -2.3504 -6.7993 -0.0867
C -4.3190 -1.2862 -6.7071 -0.0835
C -4.5537 -0.6864 -5.4825 -0.0289
H -0.1246 0.4604 -6.8548 0.0733
H -1.8234 0.2450 -6.4098 0.0628
H -0.5664 -0.6958 -5.6117 0.0506
H -0.8616 2.3544 -5.3999 0.1144
H 0.3721 1.4140 -4.6003 0.0896
H -2.6169 1.0813 -4.1649 0.1104
H -1.5664 2.0413 -3.1007 0.0988
H -0.2223 -0.2299 -3.0642 0.1017
H -3.6554 -0.4010 -1.1139 0.1448
H -2.4965 -2.5689 -3.5536 0.0903
H -2.0927 -3.6420 -5.7293 0.1041
H -3.2428 -2.8195 -7.7557 0.1007
H -4.8311 -0.9296 -7.5905 0.1017
H -5.2613 0.1258 -5.3846 0.1207
```

***

DFT (ωB97M-V/def2-TZVPD) results for a 12-piece molecular cluster, C32H44F24N8O24S8 overall at a distorted geometry.

Orbital gap, eV: 3.51
Maximum force, eV/Å: 6.090
E_tot, a.u.: -9071.74306
Net charge: -4
LUMO level, eV: 4.082
Multiplicity: 1

The geometry in XYZ format:
```
140
Properties=species:S:1:pos:R:3:lowdin_charge:R:1
C -7.1194 16.6113 4.0414 -0.0468
C -7.6542 15.5224 3.0994 -0.1418
N -7.4516 14.1581 3.6836 0.0159
C -8.2797 13.6367 4.6852 -0.0210
C -7.7999 12.4491 5.1437 -0.0140
N -6.6808 12.1524 4.4100 -0.0853
C -6.4425 13.1835 3.5619 0.0356
C -5.8944 10.9679 4.6314 -0.0046
H -6.0298 16.5843 4.0334 0.0740
H -7.4363 16.6416 5.0839 0.0757
H -7.3363 17.5231 3.4849 0.0483
H -7.0838 15.6410 2.1782 0.1114
H -8.6632 15.6654 2.7127 0.1113
H -9.0696 14.2385 5.1099 0.1005
H -8.1689 11.7305 5.8605 0.1121
H -5.5478 13.2820 2.9651 0.1572
H -6.6017 10.1555 4.7981 0.0958
H -5.3181 10.9472 5.5564 0.0867
H -5.1648 10.8312 3.8333 0.0984
C -16.3749 13.5702 10.8029 -0.0489
C -14.9450 14.2143 10.5642 -0.1773
N -13.9852 13.2642 10.1329 -0.0631
C -13.3614 12.2462 10.8863 -0.0121
C -12.4410 11.6354 10.0744 -0.0385
N -12.5585 12.0624 8.8086 -0.0508
C -13.5604 13.0076 8.8096 0.0712
C -11.6857 11.7327 7.6856 0.0309
H -16.6909 12.7808 10.1209 0.0751
H -17.0730 14.3992 10.6861 0.0657
H -16.3763 13.2099 11.8316 0.0630
H -14.5241 14.5516 11.5114 0.1237
H -14.9699 15.0822 9.9053 0.1313
H -13.4872 12.2004 11.9580 0.1207
H -11.6196 10.9943 10.3585 0.1449
H -13.9047 13.5984 7.9736 0.1433
H -11.8415 10.7034 7.3625 0.0902
H -10.6545 12.0660 7.8023 0.1176
H -12.1552 12.1762 6.8075 0.0725
C -15.7134 15.1767 1.9239 -0.0498
C -17.2773 15.1170 1.8341 -0.1279
N -17.6723 14.2030 0.7443 -0.0288
C -18.5645 14.4942 -0.2430 -0.0321
C -18.8148 13.3779 -1.0032 -0.0187
N -17.9907 12.3862 -0.5201 -0.0801
C -17.3555 12.8524 0.5669 0.0345
C -17.9565 11.0021 -0.9578 0.0074
H -15.3275 14.2282 2.2976 0.0515
H -15.3222 15.8751 2.6637 0.0678
H -15.2396 15.4324 0.9761 0.0959
H -17.6404 16.0794 1.4732 0.1117
H -17.8379 14.8891 2.7407 0.1175
H -19.0225 15.4706 -0.2998 0.1307
H -19.5542 13.1744 -1.7636 0.1249
H -16.7257 12.3046 1.2523 0.1566
H -18.9223 10.8251 -1.4311 0.0868
H -17.8877 10.3421 -0.0930 0.1067
H -17.2132 10.7797 -1.7234 0.1004
C -13.1490 12.2449 4.1215 -0.0544
C -11.6938 12.5609 3.8589 -0.1710
N -11.5333 13.6782 2.9972 -0.0490
C -11.9507 14.9404 3.2684 -0.0370
C -11.9021 15.7282 2.1214 0.0238
N -11.4045 14.8893 1.1163 -0.0291
C -11.1990 13.6603 1.6931 0.0315
C -11.0043 15.3053 -0.2120 0.0100
H -13.7766 12.1282 3.2380 0.0744
H -13.7379 13.0994 4.4550 0.0595
H -13.2714 11.4157 4.8184 0.0568
H -11.2253 11.7183 3.3504 0.1106
H -11.0391 12.7169 4.7163 0.1136
H -12.3462 15.1901 4.2419 0.1014
H -12.1115 16.7719 1.9389 0.1005
H -10.8614 12.7812 1.1643 0.1568
H -10.1861 16.0238 -0.1628 0.0738
H -11.8800 15.6850 -0.7383 0.0997
H -10.6186 14.4587 -0.7800 0.1029
C -7.0154 10.1634 0.7120 -0.5640
F -6.3219 11.0317 1.5008 0.0594
F -7.6445 10.7970 -0.3140 0.1150
F -6.0955 9.2601 0.2819 0.0860
S -8.3468 9.2754 1.8742 0.5405
O -9.1981 10.4119 2.3916 -0.3915
O -9.0473 8.3639 0.9560 -0.3621
O -7.6126 8.5161 2.9266 -0.3797
C -11.7289 8.5423 4.7660 -0.5564
F -12.6867 9.1088 5.4962 0.0889
F -12.1190 7.2455 4.3836 0.0556
F -11.5130 9.3169 3.6950 0.1155
S -10.0235 8.4685 5.7908 0.4810
O -9.5695 9.8401 5.9098 -0.3697
O -10.4315 8.0165 7.1235 -0.3998
O -9.0481 7.6132 5.0772 -0.3369
C -8.7986 18.2034 0.6780 -0.5246
F -9.3759 18.4456 -0.5459 0.1111
F -9.7568 17.6542 1.4992 0.0648
F -7.7107 17.3532 0.6686 0.0667
S -8.1670 19.8642 1.3966 0.4566
O -7.3353 20.4667 0.3012 -0.3780
O -9.3757 20.6284 1.5798 -0.3466
O -7.4947 19.6099 2.6315 -0.3559
C -7.2165 14.9093 -1.7541 -0.5794
F -6.3801 14.8677 -0.6476 0.0435
F -7.6121 13.6647 -2.0356 0.1088
F -8.3460 15.6725 -1.6707 0.0937
S -6.0067 15.4302 -3.1140 0.4675
O -5.6199 16.8457 -2.8482 -0.3835
O -4.8950 14.5083 -2.9155 -0.3846
O -6.6519 15.2862 -4.4055 -0.3435
C -10.8604 16.5702 -4.1780 -0.7284
F -11.2983 15.5443 -3.5417 0.1448
F -11.8276 17.4252 -4.2012 0.1556
F -9.8659 17.1314 -3.5127 0.1362
S -10.2063 15.9876 -5.9870 0.4893
O -11.1243 14.8814 -6.3516 -0.4193
O -10.3732 17.1442 -6.8679 -0.4078
O -8.8043 15.5814 -5.9082 -0.3559
C -11.4019 16.8543 8.4368 -0.5911
F -11.7923 16.2868 9.6599 0.0358
F -12.2381 17.8211 8.0519 0.1171
F -10.2765 17.5042 8.6896 0.1159
S -11.0506 15.6127 6.9542 0.5101
O -10.8458 16.5073 5.8009 -0.3120
O -9.8421 14.8391 7.3000 -0.3525
O -12.2582 14.7967 6.8064 -0.3787
C -14.5173 18.9624 1.5050 -0.6490
F -15.5284 18.4070 0.8127 0.0816
F -14.9446 20.0498 2.1229 0.1182
F -14.1351 18.0753 2.4370 0.0840
S -13.0205 19.3633 0.3352 0.4330
O -12.1141 20.2292 1.0470 -0.3105
O -12.3748 18.1302 0.1104 -0.3178
O -13.5845 19.9911 -0.8674 -0.3497
C -13.8220 12.3502 -2.2574 -0.6228
F -12.8560 13.3044 -2.3394 0.1227
F -14.9980 12.8926 -2.5503 0.1071
F -13.5213 11.3758 -3.1421 0.1154
S -13.9209 11.6145 -0.5073 0.4800
O -14.7659 10.4319 -0.5052 -0.3514
O -12.5253 11.2942 -0.2113 -0.3154
O -14.4325 12.7380 0.3034 -0.3819
```

***

> The lowest net charge belongs to which entry?

C32H44F24N8O24S8